No. 1
The following is a DFT calculation (wB97M-V/def2-TZVPD) of a 3-piece molecular cluster, C35H54ClF3N3O2P2 overall at a distorted geometry.

Calculated values
Lowest unoccupied orbital energy (Eh): -0.1225
Gap between HOMO and LUMO (eV): 5.522
Max |F| (Eh/bohr): 0.14209
Total energy (Ha): -3122.40031
Net charge: +1

Each line ends with the Mulliken charge.
Geometry (Å):
C  4.520  2.317  3.156  -0.448
C  4.052  1.259  2.505  -0.313
C  3.280  -0.031  1.919  -0.102
C  1.870  0.373  1.177  -1.331
F  2.361  1.232  0.084  -0.263
N  1.070  1.113  2.203  0.979
F  1.118  0.515  3.450  -0.224
C  -0.385  1.331  1.906  -1.195
P  -0.789  3.032  1.099  0.301
C  0.744  3.910  0.431  -0.946
C  -1.841  4.116  2.246  -0.953
C  -1.169  0.073  1.262  -0.485
C  -2.745  0.307  1.023  -0.937
C  -3.605  -0.148  2.348  0.247
F  -2.925  0.158  3.599  -0.394
C  -0.383  -0.648  0.004  1.499
C  -0.431  0.428  -1.213  -0.158
C  0.046  -0.106  -2.659  -0.502
C  -1.056  0.163  -3.850  -0.598
Cl  -1.622  -1.383  -4.673  -0.197
C  -1.135  -1.958  -0.574  -1.017
C  -1.960  -2.875  0.438  -0.861
C  -3.310  -3.493  -0.278  0.159
C  -3.051  -5.028  -0.774  -1.431
C  -4.629  -3.391  0.673  -0.751
C  -5.595  -2.238  0.073  -0.330
C  -6.488  -1.456  1.161  -0.704
C  -7.234  -0.271  0.680  0.324
C  -6.603  1.225  0.604  -0.579
C  -8.791  -0.387  0.173  -1.066
C  1.106  -0.958  0.581  0.976
O  1.141  -1.889  1.698  -0.690
P  2.307  -1.744  -0.705  0.388
O  3.266  -2.712  0.085  -0.710
H  5.139  2.975  3.873  0.352
H  3.158  -0.777  2.775  0.514
H  4.034  -0.515  1.170  0.249
H  1.470  2.074  2.374  0.575
H  -0.881  1.445  2.964  0.779
H  1.146  3.471  -0.572  0.254
H  0.436  5.006  0.173  0.449
H  1.565  3.949  1.242  0.309
H  -1.637  5.247  2.165  0.379
H  -1.673  3.788  3.352  0.310
H  -2.958  3.864  2.021  0.269
H  -1.132  -0.744  2.102  0.766
H  -3.063  1.392  0.820  0.746
H  -3.202  -0.322  0.158  -0.128
H  -4.615  0.436  2.377  0.107
H  -3.890  -1.261  2.337  -0.159
H  0.137  1.406  -1.021  -0.735
H  -1.543  0.755  -1.377  0.406
H  0.377  -1.198  -2.721  0.277
H  0.973  0.531  -2.980  0.399
H  -0.546  0.808  -4.679  0.366
H  -1.978  0.744  -3.485  0.310
H  -0.434  -2.664  -1.188  0.048
H  -1.900  -1.565  -1.368  0.372
H  -1.308  -3.815  0.680  0.517
H  -2.318  -2.403  1.417  0.339
H  -3.581  -2.903  -1.248  0.303
H  -2.081  -4.984  -1.419  0.314
H  -2.984  -5.776  0.098  0.330
H  -3.899  -5.314  -1.524  0.406
H  -4.397  -3.300  1.795  0.397
H  -5.190  -4.407  0.544  0.381
H  -4.990  -1.434  -0.513  0.175
H  -6.347  -2.779  -0.637  0.415
H  -6.580  -1.743  2.286  0.336
H  -7.060  1.886  -0.217  0.426
H  -5.446  1.147  0.467  -0.123
H  -6.781  1.691  1.661  0.229
H  -8.834  0.289  -0.778  0.311
H  -9.496  0.082  0.954  0.289
H  -9.053  -1.462  -0.131  0.297
H  0.282  -2.341  1.846  0.442
H  3.133  -0.736  -1.353  0.180
H  1.660  -2.563  -1.682  0.155
N  5.649  -3.488  -3.674  -0.570
C  6.941  -3.231  -3.944  -0.260
C  7.843  -2.752  -3.008  -0.287
C  7.390  -2.521  -1.716  -0.507
C  6.060  -2.776  -1.409  -0.135
C  5.236  -3.257  -2.414  -0.333
H  7.246  -3.424  -4.967  0.361
H  8.875  -2.565  -3.281  0.372
H  8.066  -2.145  -0.956  0.387
H  5.672  -2.607  -0.412  0.464
H  4.191  -3.475  -2.224  0.528
N  4.575  5.245  0.723  -0.446
C  4.594  4.026  0.156  -0.206
C  5.493  3.646  -0.827  -0.673
C  6.428  4.579  -1.257  -0.452
C  6.431  5.846  -0.691  -0.337
C  5.493  6.127  0.289  -0.297
H  3.843  3.334  0.523  0.779
H  5.464  2.648  -1.247  0.438
H  7.148  4.320  -2.027  0.388
H  7.146  6.597  -1.003  0.381
H  5.457  7.103  0.765  0.382

---

No. 2
The following is a DFT calculation (wB97M-V/def2-TZVPD) of C35H54F2GdN14OS as an isolated structure.

Calculated values
Lowest unoccupied orbital energy (alpha / beta) (Eh): 0.0709 / 0.0875
Gap between HOMO and LUMO (alpha / beta) (eV): 7.365 / 7.844
Max |F| (Eh/bohr): 0.01874
Energy relative to the best compared isomer or geometry (same formula, charge and spin) (eV): 0.000
Total energy (Ha): -3571.56514
Spin multiplicity: 8
Net charge: -1

Each line ends with the Löwdin spin population.
Geometry (Å):
Gd  -0.285  -0.200  -0.846  7.249
C  4.041  3.450  1.436  0.000
N  2.601  3.314  1.408  0.000
C  1.921  3.869  0.251  0.000
C  1.955  2.450  2.250  0.000
N  0.980  1.722  1.843  0.000
C  -0.001  1.269  2.803  0.000
C  0.014  -0.229  3.072  0.000
N  -0.204  -1.098  1.899  0.002
C  0.909  -2.059  1.817  0.001
C  2.192  -1.406  1.312  0.001
N  2.221  -1.397  -0.143  -0.003
C  3.335  -1.661  -0.727  0.000
N  3.419  -1.908  -2.073  0.000
C  2.219  -2.082  -2.866  0.001
C  4.559  -1.454  -2.848  0.000
N  4.545  -1.753  -0.018  0.000
C  5.510  -2.784  -0.310  0.000
C  5.038  -0.578  0.663  0.000
C  -1.477  -1.829  1.989  0.001
C  -2.698  -0.936  2.090  0.000
N  -2.929  -0.146  0.887  -0.001
C  -4.008  0.551  0.881  0.000
N  -4.848  0.607  2.015  0.000
C  -6.281  0.524  1.873  0.000
C  -4.364  1.251  3.215  0.000
N  -4.470  1.297  -0.176  0.000
C  -5.024  2.615  0.094  0.000
C  -3.878  1.226  -1.495  -0.001
N  2.412  2.478  3.579  0.000
C  2.895  3.695  4.184  0.000
C  2.834  1.263  4.231  0.000
H  4.483  2.692  2.083  0.000
H  4.439  3.300  0.429  0.000
H  4.358  4.438  1.791  0.000
H  2.183  4.930  0.170  0.000
H  2.204  3.368  -0.673  0.000
H  0.848  3.763  0.378  0.000
H  0.117  1.771  3.774  0.000
H  -0.982  1.534  2.391  0.000
H  0.975  -0.497  3.517  0.000
H  -0.746  -0.444  3.832  0.000
H  1.083  -2.513  2.806  0.000
H  0.635  -2.851  1.126  0.000
H  2.233  -0.370  1.670  0.000
H  3.052  -1.941  1.729  0.000
H  1.440  -2.540  -2.265  0.000
H  1.852  -1.124  -3.254  0.000
H  2.451  -2.733  -3.712  0.000
H  4.916  -2.260  -3.496  0.000
H  4.276  -0.601  -3.471  0.000
H  5.368  -1.124  -2.205  0.000
H  5.077  -3.508  -0.997  0.000
H  6.429  -2.383  -0.759  0.000
H  5.793  -3.306  0.612  0.000
H  4.267  0.190  0.674  0.000
H  5.329  -0.810  1.695  0.000
H  5.909  -0.157  0.143  0.000
H  -1.556  -2.457  1.103  0.000
H  -1.470  -2.487  2.876  0.000
H  -3.564  -1.573  2.314  0.000
H  -2.578  -0.284  2.960  0.000
H  -6.529  0.131  0.890  0.000
H  -6.690  -0.150  2.633  0.000
H  -6.780  1.497  1.993  0.000
H  -3.347  1.609  3.061  0.000
H  -4.989  2.121  3.457  0.000
H  -4.376  0.578  4.081  0.000
H  -5.802  2.837  -0.642  0.000
H  -5.459  2.669  1.088  0.000
H  -4.234  3.369  0.022  0.000
H  -3.239  0.360  -1.569  0.000
H  -4.674  1.152  -2.244  0.000
H  -3.275  2.113  -1.700  0.000
H  2.553  4.553  3.609  0.000
H  2.502  3.780  5.202  0.000
H  3.992  3.730  4.247  0.000
H  2.591  0.406  3.607  0.000
H  3.921  1.266  4.397  0.000
H  2.347  1.138  5.205  0.000
F  0.666  1.634  -6.102  -0.002
C  -0.063  0.718  -5.426  -0.005
C  -0.195  0.819  -4.059  -0.015
C  -0.967  -0.096  -3.346  -0.159
C  -1.646  -1.111  -4.059  -0.018
C  -1.393  -1.217  -5.426  -0.006
F  -1.889  -2.251  -6.158  -0.003
C  -0.624  -0.319  -6.138  0.007
C  -2.629  -1.989  -3.359  -0.002
C  -3.523  -2.842  -4.020  0.001
C  -4.397  -3.618  -3.284  0.000
C  -4.387  -3.528  -1.901  0.001
C  -3.515  -2.618  -1.332  0.000
N  -2.672  -1.871  -2.032  0.003
H  0.336  1.614  -3.548  -0.003
H  -0.473  -0.437  -7.201  0.001
H  -3.542  -2.895  -5.095  0.000
H  -5.080  -4.290  -3.791  0.000
H  -5.037  -4.131  -1.283  0.000
H  -3.496  -2.464  -0.259  0.000
S  4.347  1.859  -2.146  0.001
C  2.832  1.316  -1.888  0.001
N  1.744  0.948  -1.674  -0.011
O  -0.761  -4.959  -1.176  0.001
C  -0.563  -3.784  -1.038  0.000
N  -0.364  -2.624  -0.894  -0.012
N  -1.849  2.937  0.053  -0.002
C  -1.322  1.957  -0.282  -0.026

---

No. 3
The following is a DFT calculation (wB97M-V/def2-TZVPD) of C35H55BCaN8O3S3 as an isolated structure.

Calculated values
Lowest unoccupied orbital energy (Eh): -0.1841
Gap between HOMO and LUMO (eV): 7.861
Max |F| (Eh/bohr): 0.01568
Total energy (Ha): -3927.27055
Net charge: +2

Each line ends with the Mulliken charge.
Geometry (Å):
Ca  -1.983  -0.707  -1.577  1.174
C  -0.990  4.988  -1.691  -1.529
C  0.004  4.082  -1.050  0.281
C  1.351  4.347  -0.933  -0.191
C  2.248  3.422  -0.347  -0.431
N  1.813  2.284  0.160  -0.585
N  0.526  2.066  0.070  0.745
B  -0.313  0.820  0.417  -0.800
N  0.396  -0.454  -0.132  0.808
N  0.665  -1.313  0.877  -0.452
C  1.563  -2.235  0.731  -0.486
C  2.313  -2.331  -0.474  -0.417
C  2.043  -1.502  -1.515  -0.723
C  2.787  -1.564  -2.806  -1.891
C  0.987  -0.539  -1.357  2.041
S  0.449  0.408  -2.645  -0.152
C  1.815  -3.116  1.945  2.168
C  0.485  -3.453  2.627  -1.429
C  2.698  -2.309  2.910  -1.464
C  2.527  -4.413  1.557  -2.115
N  -0.678  0.643  1.869  0.418
N  0.174  1.251  2.710  -0.395
C  -0.011  1.125  3.991  0.165
C  -1.104  0.367  4.493  -0.563
C  -1.965  -0.258  3.646  0.219
C  -3.115  -1.075  4.124  -1.773
C  -1.721  -0.123  2.239  0.908
S  -2.711  -0.913  1.104  -0.344
C  0.956  1.833  4.922  2.224
C  2.068  2.521  4.129  -2.153
C  1.577  0.798  5.869  -1.550
C  0.181  2.882  5.731  -1.786
C  -0.369  2.840  -0.527  0.893
S  -1.835  1.899  -0.423  -0.348
C  3.746  3.649  -0.247  2.344
C  4.136  3.649  1.238  -1.619
C  4.170  4.969  -0.887  -2.276
C  4.449  2.488  -0.969  -1.581
H  -0.527  5.920  -2.005  0.404
H  -1.801  5.214  -0.997  0.352
H  -1.430  4.504  -2.565  0.318
H  1.738  5.281  -1.315  0.631
H  3.098  -3.069  -0.561  0.430
H  3.569  -2.319  -2.764  0.465
H  3.234  -0.595  -3.031  0.304
H  2.106  -1.788  -3.628  0.330
H  -0.042  -2.550  2.932  0.119
H  0.676  -4.059  3.513  0.493
H  -0.168  -4.020  1.960  0.309
H  2.190  -1.390  3.208  0.069
H  3.650  -2.043  2.448  0.399
H  2.909  -2.898  3.803  0.475
H  1.973  -4.963  0.793  0.370
H  2.606  -5.055  2.433  0.471
H  3.541  -4.236  1.197  0.381
H  -1.248  0.291  5.562  0.485
H  -3.197  -1.029  5.207  0.437
H  -2.990  -2.115  3.817  0.341
H  -4.044  -0.725  3.674  0.365
H  2.633  1.799  3.538  0.292
H  2.752  3.014  4.820  0.544
H  1.665  3.271  3.449  0.335
H  2.110  0.026  5.312  0.206
H  0.830  0.315  6.500  0.402
H  2.291  1.292  6.528  0.478
H  -0.259  3.634  5.074  0.379
H  0.860  3.386  6.418  0.475
H  -0.617  2.433  6.323  0.354
H  3.642  4.460  1.775  0.381
H  5.214  3.788  1.332  0.464
H  3.866  2.706  1.710  0.303
H  3.724  5.829  -0.384  0.449
H  3.921  5.008  -1.949  0.473
H  5.251  5.070  -0.802  0.414
H  4.184  1.533  -0.516  0.272
H  5.529  2.617  -0.898  0.455
H  4.177  2.463  -2.026  0.388
C  -0.242  -5.201  -2.592  -1.048
N  -1.002  -4.424  -3.570  0.229
C  -1.330  -5.095  -4.826  -1.068
C  -1.427  -3.207  -3.263  0.452
O  -1.182  -2.660  -2.172  -0.705
C  -2.304  -2.492  -4.279  -0.767
O  -2.377  -1.115  -3.935  -0.497
C  -3.525  -0.445  -4.432  -1.303
C  -4.512  -0.220  -3.283  1.048
O  -4.113  -0.461  -2.127  -0.929
N  -5.726  0.234  -3.546  0.097
C  -6.187  0.622  -4.873  -0.923
C  -6.654  0.528  -2.455  -1.010
H  -0.759  -6.138  -2.391  0.434
H  0.749  -5.419  -2.991  0.389
H  -0.151  -4.631  -1.674  0.224
H  -2.389  -5.357  -4.871  0.333
H  -1.064  -4.485  -5.688  0.386
H  -0.752  -6.012  -4.879  0.407
H  -1.909  -2.591  -5.293  0.345
H  -3.296  -2.959  -4.247  0.488
H  -3.199  0.526  -4.815  0.484
H  -3.967  -0.999  -5.260  0.623
H  -5.617  0.136  -5.658  0.309
H  -7.229  0.328  -4.980  0.337
H  -6.118  1.704  -4.998  0.331
H  -6.217  0.216  -1.513  0.311
H  -6.860  1.599  -2.428  0.345
H  -7.587  -0.007  -2.625  0.334

---

No. 4
The following is a DFT calculation (wB97M-V/def2-TZVPD) of a 8-piece molecular cluster, C35H55IO26S overall.

Calculated values
Lowest unoccupied orbital energy (Eh): 0.0034
Gap between HOMO and LUMO (eV): 9.787
Max |F| (Eh/bohr): 0.01047
Total energy (Ha): -4018.93400
Net charge: 0

Each line ends with the Mulliken charge.
Geometry (Å):
C  5.446  -3.054  -1.307  -1.044
C  5.693  -1.590  -0.952  -0.429
I  6.911  -1.458  0.816  0.032
C  4.414  -0.851  -0.600  -0.779
O  3.623  -0.773  -1.812  -0.042
S  2.650  0.510  -1.932  0.499
O  2.509  0.676  -3.361  -0.548
O  1.236  -0.122  -1.515  -0.162
C  0.899  0.002  -0.108  -0.829
C  -0.249  -0.917  0.241  0.600
C  0.069  -2.426  0.366  0.551
C  1.187  -2.933  -0.496  0.101
O  2.281  -3.260  -0.104  -0.597
O  0.838  -3.029  -1.791  -0.342
H  5.338  -3.658  -0.406  0.404
H  6.250  -3.446  -1.929  0.375
H  4.496  -3.128  -1.841  0.144
H  6.244  -1.081  -1.741  0.491
H  3.870  -1.416  0.163  0.325
H  4.611  0.148  -0.198  0.578
H  0.587  1.031  0.084  0.566
H  1.762  -0.197  0.539  0.360
H  -1.096  -0.755  -0.431  -1.152
H  -0.589  -0.575  1.223  0.489
H  -0.818  -2.981  0.070  -0.483
H  0.299  -2.695  1.396  0.598
H  1.568  -3.485  -2.242  0.314
C  2.996  -1.469  -6.593  -1.352
C  4.487  -1.437  -6.410  0.704
C  5.117  -0.062  -6.348  -0.418
O  6.441  -0.315  -6.837  -0.353
C  6.384  -1.397  -7.651  0.629
O  7.270  -1.764  -8.351  -0.529
O  5.175  -1.995  -7.550  -0.390
H  2.657  -2.474  -6.841  0.356
H  2.513  -1.145  -5.671  0.284
H  2.684  -0.807  -7.402  0.369
H  4.780  -2.025  -5.534  0.155
H  5.159  0.360  -5.348  0.201
H  4.623  0.639  -7.025  0.347
C  -4.748  -7.104  -1.545  -1.603
C  -4.278  -5.704  -1.278  0.689
C  -2.875  -5.356  -1.714  -0.758
O  -2.533  -4.313  -0.785  -0.120
C  -3.234  -4.535  0.354  0.452
O  -3.030  -3.967  1.383  -0.658
O  -4.183  -5.462  0.153  -0.298
H  -5.669  -7.305  -1.000  0.364
H  -4.928  -7.265  -2.607  0.390
H  -4.005  -7.823  -1.198  0.348
H  -4.968  -4.960  -1.684  0.159
H  -2.826  -4.970  -2.728  0.363
H  -2.172  -6.184  -1.594  0.427
C  0.897  5.046  3.473  -1.429
C  -0.137  4.568  2.494  0.874
C  -1.574  4.612  2.971  -0.302
O  -2.175  3.552  2.189  -0.370
C  -1.211  2.671  1.891  0.576
O  -1.389  1.601  1.386  -0.503
O  0.004  3.152  2.214  -0.393
H  1.897  4.774  3.140  0.401
H  0.845  6.128  3.559  0.307
H  0.726  4.600  4.455  0.394
H  -0.028  5.090  1.541  -0.216
H  -2.078  5.552  2.768  0.342
H  -1.670  4.368  4.027  0.237
C  1.117  7.481  -3.173  -1.452
C  1.870  7.055  -1.943  0.552
C  1.645  5.630  -1.478  -0.511
O  1.879  5.737  -0.066  -0.212
C  1.603  7.009  0.306  0.654
O  1.528  7.374  1.436  -0.524
O  1.424  7.788  -0.779  -0.359
H  1.171  8.562  -3.294  0.365
H  1.547  7.011  -4.056  0.380
H  0.065  7.203  -3.101  0.351
H  2.940  7.251  -2.056  0.271
H  2.325  4.903  -1.913  0.320
H  0.612  5.310  -1.635  0.245
C  1.045  7.887  7.474  -1.422
C  -0.410  7.531  7.331  0.486
C  -1.090  6.964  8.561  -0.567
O  -2.115  6.140  7.986  -0.363
C  -1.697  5.754  6.763  0.604
O  -2.227  4.928  6.090  -0.512
O  -0.587  6.436  6.406  -0.195
H  1.488  8.069  6.496  0.338
H  1.152  8.788  8.076  0.396
H  1.599  7.076  7.948  0.351
H  -0.979  8.379  6.940  0.260
H  -1.536  7.712  9.210  0.298
H  -0.418  6.325  9.139  0.314
C  -4.172  -5.661  3.905  -0.979
C  -3.941  -7.116  3.596  0.385
C  -2.589  -7.468  3.009  -0.167
O  -2.892  -8.632  2.225  -0.379
C  -4.195  -8.554  1.862  0.679
O  -4.714  -9.232  1.035  -0.555
O  -4.812  -7.564  2.539  -0.353
H  -5.227  -5.482  4.107  0.347
H  -3.595  -5.369  4.782  0.405
H  -3.881  -5.033  3.061  -0.003
H  -4.146  -7.741  4.471  0.379
H  -1.828  -7.703  3.748  0.365
H  -2.227  -6.685  2.339  -0.003
C  -3.021  0.565  -2.039  -1.404
C  -3.173  -0.930  -2.103  0.936
C  -2.215  -1.664  -3.020  0.010
O  -2.985  -2.821  -3.384  -0.334
C  -4.298  -2.501  -3.285  0.509
O  -5.181  -3.219  -3.637  -0.570
O  -4.445  -1.303  -2.690  -0.480
H  -3.877  1.011  -1.537  0.346
H  -2.119  0.820  -1.483  0.244
H  -2.955  0.992  -3.041  0.399
H  -3.144  -1.363  -1.099  0.173
H  -1.285  -1.970  -2.545  -0.156
H  -2.001  -1.092  -3.925  0.441

---

Which of these has the highest net charge? C35H55BCaN8O3S3